A) Entry from the Open Molecules 2025 dataset: one molecule with the formula C2H4N4O2 (ωB97M-V/def2-TZVPD).

Summary:
- Net charge: 0
- Structure (SMILES): O=[N+]([O-])N1C=CNN1
- Frontier orbital gap: 8.970 eV
- Multiplicity: 1

Each line ends with the natural charge from an NBO analysis.
Atoms and positions in Å:
N1 -0.5431 0.3411 -1.4508  -0.4476
H1 -0.5612 0.1542 -2.4472  0.3913
O1 -1.1626 -1.6513 1.7026  -0.4342
N2 0.3035 -0.6936 0.4086  -0.1244
N3 -0.5369 -0.8799 -0.6918  -0.3058
O2 0.4608 -0.4928 2.5763  -0.4101
H2 0.5991 2.1177 -1.5025  0.2391
C1 0.4265 1.1997 -0.9722  -0.0457
N4 -0.1851 -0.9294 1.6529  0.6160
H3 -1.4862 -1.0836 -0.3296  0.3842
H4 1.6703 1.1177 0.9118  0.2539
C2 1.0150 0.8003 0.1419  -0.1165


B) Entry from the Open Molecules 2025 dataset: one molecule with the formula C2H4N4O2 (ωB97M-V/def2-TZVPD).

Summary:
- Net charge: 0
- Structure (SMILES): O/N=c1/[nH]cnn1O
- Frontier orbital gap: 9.157 eV
- Multiplicity: 1

Each line ends with the natural charge from an NBO analysis.
Atoms and positions in Å:
N1 -0.1739 -1.2241 -0.8109  -0.6123
N2 0.4260 0.6831 0.0419  -0.0049
N3 1.5940 0.0671 -0.4448  -0.2888
O1 0.6216 0.6977 1.5226  -0.5663
N4 -1.9360 0.0171 0.2911  -0.1354
C1 1.1576 -0.9220 -1.1430  0.2213
O2 -1.5844 1.4985 0.9423  -0.6162
H1 -0.7002 1.3058 1.3342  0.4301
H2 -0.7879 -1.8775 -1.7134  0.4392
H3 1.4189 -1.7461 -1.8609  0.2267
H4 0.6457 1.7317 1.8352  0.4893
C2 -0.6813 -0.2315 0.0058  0.4175


Which structure is the least stable? The one labeled B).


A) Entry from the Open Molecules 2025 dataset: C5H12N4 as an isolated structure (ωB97M-V/def2-TZVPD).

Summary:
- Net charge: 0
- Frontier orbital gap: 7.527 eV
- Multiplicity: 1

Each line ends with the natural charge from an NBO analysis.
Atoms and positions in Å:
H1 -0.0474 -0.7534 -3.0170  0.1567
H2 2.6932 -1.4053 -0.7324  0.2168
H3 -1.5654 0.8456 2.4085  0.2027
N1 -0.8975 2.6004 0.3429  -0.7020
N2 -0.1716 0.1440 -1.1493  -0.4577
C1 -1.2109 0.0178 1.7955  -0.4287
C2 -0.3913 0.0701 -2.3880  0.0083
H4 -1.0899 -0.8726 2.4077  0.2232
N3 0.0497 0.3855 1.1577  -0.5784
H5 2.4808 0.3767 -0.6334  0.1955
C3 0.6729 -0.7045 -0.2487  0.4228
H6 -1.9540 -0.1926 1.0254  0.2012
C4 0.0019 1.7045 0.3175  0.3351
H7 0.8364 -2.6887 0.1341  0.3928
N4 0.1284 -1.9835 -0.0048  -0.8599
H8 0.8617 0.1575 1.7227  0.4254
H9 -0.6583 -2.2509 -0.5772  0.3776
H10 -0.9836 0.8355 -2.8797  0.1805
C5 2.0598 -0.5935 -0.4055  -0.8327
H11 1.0297 2.0498 0.2419  0.1855
H12 -1.8444 2.2577 0.4821  0.3353


B) Entry from the Open Molecules 2025 dataset: a 2-piece molecular cluster, C5H12N4 overall (ωB97M-V/def2-TZVPD).

Summary:
- Net charge: 0
- Frontier orbital gap (spin up / spin down): 7.409 / 7.413 eV
- Multiplicity: 1

Each line ends with the natural charge from an NBO analysis.
Atoms and positions in Å:
H1 -1.2321 0.5541 -2.8683  0.3903
H2 1.5464 0.3108 3.1690  0.2227
N1 -2.2836 -0.6102 0.5281  -0.7053
H3 1.1012 -0.1237 -2.9262  0.1624
C1 0.5851 0.8257 -1.0691  -0.1963
H4 -0.0866 -0.1981 2.7062  0.2235
H5 -2.6016 0.4974 -1.8689  0.3796
H6 -2.6979 -1.1237 -0.2431  0.3503
N2 -1.6290 0.2451 -1.9943  -0.8550
H7 -2.9205 -0.1414 1.1577  0.3662
C2 1.3103 0.0001 1.0875  0.2452
C3 0.7631 0.4158 2.4079  -0.6740
N3 1.3910 -1.3155 0.7969  -0.7662
H8 0.4347 1.4511 2.3627  0.2463
H9 1.7435 -1.5268 -0.1281  0.4029
C4 1.3791 0.5448 -2.1026  -0.5306
N4 -1.1252 0.1300 0.3228  -0.3487
H10 2.3920 0.9357 -2.1672  0.1877
C5 -0.7614 0.4011 -0.9032  0.2912
H11 0.5859 -1.8765 1.0505  0.3888
H12 2.1055 0.6043 0.6815  0.2190


Which structure is the least stable? The one labeled A).


A) Entry from the Open Molecules 2025 dataset: C5H12N4 as an isolated structure (ωB97M-V/def2-TZVPD).

Summary:
- Net charge: 0
- Frontier orbital gap: 8.614 eV
- Multiplicity: 1

Each line ends with the natural charge from an NBO analysis.
Atoms and positions in Å:
H1 4.8725 0.0601 0.5843  0.2018
C1 -1.1535 -0.5344 -0.1519  -0.1799
N1 3.0580 0.2582 -0.1383  -0.3364
N2 -0.3701 0.7828 -0.4017  -0.2883
H2 1.4148 1.9661 0.1603  0.1903
C2 -1.2753 -0.7549 1.3899  -0.6350
N3 1.7586 -0.0933 -0.6800  -0.3917
H3 -2.6937 0.6364 -1.9295  0.1479
C3 -2.3594 -0.9181 -0.9605  -0.5036
H4 -0.1744 -0.5056 1.8137  0.2221
H5 -0.5410 -1.4074 -0.6033  0.2636
H6 -2.0227 0.0345 1.9496  0.2292
N4 -1.0730 2.0005 0.1759  -0.6417
H7 3.8179 -1.8487 -0.4035  0.1945
H8 -1.7901 -1.8760 -1.9764  0.2074
C4 0.9812 0.9044 -0.2579  0.2689
H9 -0.9990 2.6687 -0.6474  0.3457
H10 -0.4525 2.6035 0.6774  0.3422
H11 -3.3064 -1.5328 -0.3493  0.2529
C5 3.8528 -0.6592 0.0941  -0.1108
H12 -1.5447 -1.7851 1.6545  0.2210


B) Entry from the Open Molecules 2025 dataset: one molecule with the formula C5H12N4 (ωB97M-V/def2-TZVPD).

Summary:
- Net charge: 0
- Structure (SMILES): C[C@]1(N)N2[C@]1(N)[C@]2(C)N
- Frontier orbital gap: 9.592 eV
- Multiplicity: 1

Each line ends with the natural charge from an NBO analysis.
Atoms and positions in Å:
H1 -1.9792 1.1745 1.5770  0.3919
H2 1.9669 -1.2761 -1.3763  0.2159
C1 0.9302 -1.1809 -1.7150  -0.6399
N1 0.4736 1.1967 -2.2949  -0.8090
H3 -1.1748 -2.1271 1.8581  0.2089
N2 -0.8993 0.1869 -0.5121  -0.4853
C2 -0.5724 -0.2004 1.0891  0.3299
C3 0.3122 0.5750 0.1855  0.0960
H4 -1.8936 -0.0908 2.6734  0.3822
H5 -0.4322 2.4637 0.3091  0.3544
H6 1.4566 1.3148 -2.5335  0.3645
H7 0.5337 -1.7254 2.1119  0.2256
H8 0.9255 -1.2570 -2.8069  0.2250
H9 0.2038 2.0782 -1.8620  0.3765
N3 -1.3693 0.5078 2.0437  -0.8308
H10 -0.0444 -2.2670 0.5629  0.2361
N4 0.4672 2.0103 0.4591  -0.8583
H11 0.3568 -2.0302 -1.3415  0.2166
C4 0.3402 0.1393 -1.2823  0.2722
C5 -0.3029 -1.6372 1.4140  -0.6450
H12 0.7015 2.1450 1.4408  0.3726


C) Entry from the Open Molecules 2025 dataset: a 2-piece molecular cluster, C5H12N4 overall (ωB97M-V/def2-TZVPD).

Summary:
- Net charge: 0
- Frontier orbital gap: 8.370 eV
- Multiplicity: 1

Each line ends with the natural charge from an NBO analysis.
Atoms and positions in Å:
N1 3.8511 1.3468 0.2267  -0.5764
H1 -1.8461 0.2947 1.7060  0.3761
H2 3.8227 1.2508 -0.7942  0.3196
H3 1.6216 -1.2362 1.9649  0.2120
H4 -3.7926 0.6863 0.4448  0.2294
H5 0.7986 -1.9649 0.5217  0.2260
C1 2.9214 0.6899 0.7823  0.0842
H6 -0.0915 -0.3487 1.0675  0.3875
N2 -1.2470 0.1577 0.9035  -0.7644
H7 -1.6591 -0.3079 -2.2223  0.3887
N3 1.5506 -0.0233 -1.1344  -0.7915
H8 -0.0949 -0.2048 -1.3580  0.4497
C2 1.8751 -0.1677 0.1236  0.2370
C3 -3.3631 0.0752 -0.3478  -0.6756
C4 -1.8578 0.0385 -0.2474  0.5170
N4 -1.1643 -0.2106 -1.3521  -0.7851
H9 -3.7576 -0.9390 -0.2524  0.2414
H10 2.8823 0.7120 1.8728  0.1694
C5 1.1773 -1.0599 0.9900  -0.8049
H11 -3.6873 0.4786 -1.3071  0.2255
H12 2.0606 0.7326 -1.5881  0.3344


Which structure is the least stable? The one labeled A).


A) Entry from the Open Molecules 2025 dataset: C3H2N2O2 as an isolated structure (ωB97M-V/def2-TZVPD).

Summary:
- Net charge: 0
- Frontier orbital gap: 8.128 eV
- Multiplicity: 1

Each line ends with the natural charge from an NBO analysis.
Atoms and positions in Å:
C1 -0.3456 -0.0950 -0.0249  0.5749
N1 0.5694 0.7979 -0.3109  -0.5910
O1 -1.7480 -0.1166 -0.9570  -0.3890
H1 2.6691 0.5395 0.0460  0.2103
O2 0.1095 -1.3229 0.2350  -0.3358
C2 1.6881 0.0854 0.0102  0.1623
C3 -1.7976 0.3033 0.2159  0.3373
H2 -2.6748 0.9698 0.4532  0.2038
N2 1.5264 -1.1616 0.3358  -0.1727


B) Entry from the Open Molecules 2025 dataset: C3H2N2O2 as an isolated structure (ωB97M-V/def2-TZVPD).

Summary:
- Net charge: 0
- Frontier orbital gap: 9.377 eV
- Multiplicity: 1

Each line ends with the natural charge from an NBO analysis.
Atoms and positions in Å:
N1 0.3408 0.4137 1.0976  -0.5690
O1 1.0031 2.6823 0.4556  -0.4874
H1 -0.5186 -2.2504 -0.6291  0.4212
N2 -0.0017 -1.8026 0.1548  -0.7747
H2 0.2302 -2.3350 0.9550  0.3951
O2 -1.3484 1.1369 -1.5846  -0.4750
C1 0.1278 -0.4912 0.1856  0.3461
C2 -0.3568 1.0258 -0.9988  0.4862
C3 0.5237 1.6206 0.3639  0.6576


C) Entry from the Open Molecules 2025 dataset: one molecule with the formula C3H2N2O2 (ωB97M-V/def2-TZVPD).

Summary:
- Net charge: 0
- Structure (SMILES): [H]/N=C(/C#N)OC=O
- Frontier orbital gap: 9.761 eV
- Multiplicity: 1

Each line ends with the natural charge from an NBO analysis.
Atoms and positions in Å:
C1 -1.0119 -0.4281 0.1158  0.4656
C2 1.3919 0.4244 -0.1835  0.5891
O1 0.4602 -0.5674 -0.5439  -0.5515
N1 0.0314 1.7496 0.3939  -0.2539
H1 -1.8324 -2.1493 -0.1176  0.3906
H2 1.7977 0.4232 0.8496  0.1635
C3 -0.8237 0.9588 0.4463  0.2460
N2 -2.0002 -1.1925 0.1982  -0.5564
O2 1.9870 0.7811 -1.1587  -0.4932


D) Entry from the Open Molecules 2025 dataset: one molecule with the formula C3H2N2O2 (ωB97M-V/def2-TZVPD).

Summary:
- Net charge: 0
- Structure (SMILES): [H]/N=C(/C#N)OC=O
- Frontier orbital gap: 11.630 eV
- Multiplicity: 1

Each line ends with the natural charge from an NBO analysis.
Atoms and positions in Å:
O1 0.5351 -0.2388 0.5955  -0.5216
N1 -1.5297 2.3247 1.0704  -0.2316
H1 -1.0338 -1.6788 -0.6192  0.3646
O2 1.4729 -0.2681 -1.4792  -0.5277
C1 -1.2264 1.2846 0.6705  0.1980
C2 -0.7682 -0.0126 0.1919  0.4490
N2 -1.5212 -0.8004 -0.4238  -0.5252
C3 1.5751 -0.2856 -0.2918  0.6501
H2 2.5040 -0.3204 0.2886  0.1444


Which structure is the least stable? The one labeled A).